The following is a quantum chemistry calculation of a molecular structure, C14H32ClINO2P2Zr, from the OMol25 dataset.

CARTESIAN COORDINATES (ANGSTROEM)
C: -2.44638 1.57935 -3.23641
C: -1.84108 0.74958 -2.15799
H: -3.28531 1.03243 -3.68479
H: -1.68127 1.80306 -3.99494
H: -2.79222 2.53429 -2.81417
O: -2.14779 -0.37382 -1.78635
I: 2.16282 2.05018 0.90469
Zr: -0.06005 1.31483 -0.74712
P: -1.79796 2.51015 0.89344
C: -2.24575 1.47234 2.32614
C: -1.10054 4.01179 1.67059
H: -1.89808 4.61236 2.13477
H: -4.00653 3.54429 1.04079
H: -0.59121 4.60759 0.90167
H: -3.23039 3.78782 -0.56470
H: -1.33476 1.17653 2.86506
H: -0.35144 3.72781 2.42067
C: -3.40090 3.07115 0.25044
H: -2.91634 2.01477 3.01149
H: -3.94858 2.21466 -0.16373
H: -2.73828 0.55572 1.97296
P: 1.54559 0.24923 -2.59427
C: 2.06673 -1.45894 -2.21957
C: 0.99512 0.13613 -4.32100
H: 2.92064 2.23404 -2.76833
H: 3.65045 0.86388 -3.67062
H: 3.76115 0.95642 -1.87235
C: 3.12825 1.15579 -2.74617
H: 0.74336 1.14089 -4.68542
H: 1.78110 -0.30251 -4.95706
H: 2.78616 -1.82876 -2.96763
H: 1.18214 -2.11108 -2.20396
H: 0.09148 -0.48342 -4.37953
H: 2.52657 -1.49733 -1.22256
Cl: 0.13525 3.46680 -1.93994
O: -0.24400 -0.43228 0.34948
C: 0.19157 -1.28484 1.19778
C: -0.74957 -2.22119 1.86557
C: -0.33292 -3.70078 1.85657
C: 0.72334 -4.06326 2.87844
C: 2.07282 -3.43598 2.57155
C: 2.05266 -1.91795 2.68126
N: 1.48299 -1.26338 1.49865
H: -0.88221 -1.86180 2.90362
H: -1.70513 -2.11996 1.34105
H: -1.23661 -4.28745 2.04567
H: 0.01396 -3.97653 0.85528
H: 0.40180 -3.74868 3.87741
H: 0.83479 -5.14984 2.89699
H: 2.80724 -3.77939 3.30753
H: 2.42393 -3.75099 1.58233
H: 1.47963 -1.61568 3.57489
H: 3.07066 -1.53902 2.78543
H: 1.93306 -0.36902 1.23635

## Properties
HOMO-LUMO gap ... 3.902 eV
Charge ... +3

The following is a quantum chemistry calculation of 12 unconnected molecules or ions with the total composition C33H42Cl33NO2, from the OMol25 dataset.

CARTESIAN COORDINATES (ANGSTROEM)
C: -3.84974 2.69932 3.37069
C: -2.76367 3.20482 3.23454
C: -1.22548 3.32141 3.03009
C: -0.77093 3.19125 1.52975
C: -1.30009 1.91872 0.76498
C: -0.25764 0.73696 0.62375
C: 0.89870 0.59014 1.67900
O: 0.99051 0.98098 2.80340
O: 1.83706 -0.19213 0.99755
C: 1.49841 -0.58220 -0.36420
C: 1.36143 -2.14558 -0.27972
C: 1.61615 -2.90802 -1.64553
C: 0.65316 -4.18110 -1.74388
C: 0.27378 0.30434 -0.80636
C: -0.81300 -0.65269 -1.46086
C: -2.09776 0.07470 -2.00214
N: -3.04742 -1.02064 -2.44646
C: 0.47896 1.41542 -1.90709
C: 1.91438 2.07386 -1.98137
C: 2.38083 2.41390 -3.33278
C: 3.65176 3.06234 -3.61048
C: 4.53594 3.36091 -2.49071
C: 4.10101 3.04002 -1.12175
C: 5.12840 3.42024 0.01083
C: 2.81106 2.41658 -0.84375
H: -4.81162 2.15103 3.60223
H: -0.67214 2.66242 3.74175
H: -0.98097 4.37884 3.34150
H: 0.34390 3.32604 1.47121
H: -1.20298 4.08419 0.99176
H: -2.23157 1.49052 1.23066
H: -1.63341 2.27680 -0.24869
H: -0.89816 -0.16184 0.88462
H: 2.40351 -0.45378 -1.03247
H: 0.39344 -2.51401 0.14122
H: 2.16164 -2.49234 0.43478
H: 1.45549 -2.22746 -2.51602
H: 2.65421 -3.34261 -1.62320
H: 0.44090 -4.43862 -2.81419
H: -0.31585 -4.03174 -1.20637
H: 1.18876 -5.03630 -1.24384
H: -1.18512 -1.45225 -0.75738
H: -0.37562 -1.22016 -2.33395
H: -2.65981 0.65183 -1.22752
H: -1.91019 0.69099 -2.92297
H: -2.41481 -1.75939 -2.78603
H: -3.49144 -0.67507 -3.30384
H: -0.25767 2.25432 -1.86886
H: 0.31534 0.90108 -2.89610
H: 1.72610 2.20149 -4.21702
H: 3.99075 3.34638 -4.63349
H: 5.54318 3.84343 -2.63460
H: 5.53440 4.42855 -0.28809
H: 4.66002 3.48260 1.01935
H: 5.98852 2.71100 -0.06120
H: 2.51546 2.19886 0.20397
C: 9.14474 3.92672 -2.93040
Cl: 9.72666 4.39809 -1.33013
Cl: 9.70489 2.30430 -3.34270
Cl: 7.37563 4.01009 -2.99707
H: 9.54825 4.62285 -3.65896
C: -6.48576 -1.25048 -0.93073
Cl: -7.62243 -2.27681 -0.05195
Cl: -7.29266 -0.45338 -2.28723
Cl: -5.76208 -0.05606 0.14993
H: -5.69072 -1.87654 -1.32546
C: -8.06513 2.93682 2.25675
Cl: -6.41753 3.17196 2.86359
Cl: -9.07149 4.34815 2.60782
Cl: -8.04015 2.60409 0.52495
H: -8.49408 2.07785 2.76315
C: 1.96536 -1.36604 5.16273
Cl: 1.26319 -0.57608 6.57937
Cl: 3.67681 -0.95955 5.00999
Cl: 1.74751 -3.11827 5.25640
H: 1.44910 -1.00311 4.27893
C: 3.27024 -0.00733 9.81713
Cl: 2.57235 0.78738 11.23369
Cl: 4.98263 0.39890 9.65708
Cl: 3.05234 -1.75737 9.91439
H: 2.75108 0.35163 8.93414
C: 5.59755 -1.55292 0.43185
Cl: 4.96376 -1.53073 2.07889
Cl: 4.88166 -0.23546 -0.50000
Cl: 7.36179 -1.43635 0.43518
H: 5.31974 -2.49325 -0.03392
C: -4.14203 -0.24021 -6.58433
Cl: -4.80349 0.53127 -5.13859
Cl: -2.42147 0.12971 -6.75323
Cl: -4.39930 -1.98693 -6.52848
H: -4.66302 0.15455 -7.45055
C: -8.12276 -6.66765 -0.07759
Cl: -9.58237 -5.78329 0.38762
Cl: -8.31322 -7.38296 -1.68152
Cl: -6.71846 -5.59834 -0.03560
H: -7.96462 -7.46910 0.63677
C: -11.79481 -1.78841 -0.16721
Cl: -11.89954 -1.74579 -1.93026
Cl: -11.20194 -3.36332 0.38169
Cl: -10.75610 -0.48703 0.42466
H: -12.79065 -1.63918 0.23716
C: 13.44954 4.42761 -0.19606
Cl: 13.38094 4.46400 -1.96085
Cl: 14.12728 2.89705 0.36887
Cl: 14.39212 5.78999 0.41875
H: 12.43716 4.51356 0.18567
C: -1.91840 -7.24784 -0.63895
Cl: -3.59713 -6.70349 -0.54897
Cl: -1.78423 -8.93755 -0.13950
Cl: -1.28018 -7.03051 -2.27298
H: -1.32669 -6.64358 0.04134

## Properties
Structure (SMILES) ... C#CCCC[C@@H]1C(=O)O[C@@H](CCC)[C@]1(CCN)Cc1cccc(C)c1.ClC(Cl)Cl.ClC(Cl)Cl.ClC(Cl)Cl.ClC(Cl)Cl.ClC(Cl)Cl.ClC(Cl)Cl.ClC(Cl)Cl.ClC(Cl)Cl.ClC(Cl)Cl.ClC(Cl)Cl.ClC(Cl)Cl
HOMO-LUMO gap ... 8.981 eV

The following is a quantum chemistry calculation of a molecular structure, C13H24I2NO5Sb, from the OMol25 dataset.

CARTESIAN COORDINATES (ANGSTROEM)
C: -3.32115 0.59935 4.58478
C: -2.53766 0.33803 3.32005
O: -1.46241 -0.22627 3.38558
O: -3.12324 0.76182 2.21481
C: -2.56199 0.16730 0.96700
O: -3.14859 -0.78035 0.54734
C: -1.36118 0.83934 0.45819
Sb: -0.94510 0.70160 -1.76671
C: 0.67940 -0.77611 -1.43126
C: 0.19934 -2.19606 -1.11599
C: -0.03716 -2.52797 0.36070
C: 1.22946 -2.82497 1.16574
C: 1.97887 -1.57352 1.63054
N: 2.50134 -1.68074 3.02324
C: -0.59385 0.66139 -3.97999
O: -1.03135 1.62128 -4.66865
O: 0.00482 -0.31652 -4.47488
C: 0.52392 2.43520 -1.45185
I: -0.58255 4.26473 -1.01409
C: 1.39077 2.68039 -2.66757
C: 2.40128 1.56409 -2.91611
I: 2.63055 4.51901 -2.28591
H: -4.37758 0.64979 4.32746
H: -3.16757 -0.20217 5.29436
H: -3.02367 1.53721 5.04318
H: -1.42841 1.88229 0.76953
H: -0.49064 0.43999 0.97080
H: -2.20458 1.90559 -2.04060
H: -2.09142 -0.63126 -1.96347
H: 1.34469 -0.36468 -0.66549
H: 1.27282 -0.83111 -2.33590
H: -0.73432 -2.36484 -1.65135
H: 0.92633 -2.90992 -1.51221
H: -0.67391 -3.41461 0.38472
H: -0.58686 -1.75491 0.89045
H: 1.89843 -3.49751 0.62936
H: 0.94195 -3.36756 2.06786
H: 1.31842 -0.71381 1.55180
H: 2.79536 -1.38893 0.93691
H: 2.00049 -0.98527 3.56238
H: 3.44383 -1.31078 3.00185
H: 1.17070 2.18211 -0.61207
H: 0.79624 2.93806 -3.53438
H: 2.57378 0.94784 -2.04262
H: 3.35633 2.01197 -3.16772
H: 2.10609 0.99149 -3.78984

## Properties
Energy above the lowest of the compared OMol25 structures with the same formula, charge and spin ... 0.000 eV
HOMO-LUMO gap ... 4.266 eV
Charge ... -2

| no. | largest force on an atom (hartree/bohr) | electronic energy (eV) |
| --- | --- | --- |
| 1 | 0.1790 | -61077.5349 |
| 2 | 0.0695 | -453721.8014 |
| 3 | 0.0461 | -48333.7002 |